1.
Here is a single C21H39NO5 molecule from the OMol25 dataset. Energies are from wB97M-V/def2-TZVPD.

## Properties
SMILES: CCCCCCCCCCCCC(NC(C)=O)(C(=O)OCC)C(=O)OCC
Charge: 0
E_LUMO: 0.56 eV
M: 385.54 g mol⁻¹
ΔE to the lowest compared entry with this formula, charge and spin: 0.199 eV
HOMO-LUMO gap: 0.381 hartree
DFT total energy: -1254.599838 Eh

Cartesian coordinates (Å):
C1 -7.954 -0.607 -1.524
C2 -7.235 -0.288 -0.219
C3 -6.183 -1.343 0.115
C4 -5.533 -1.147 1.486
C5 -4.763 0.163 1.656
C6 -3.586 0.308 0.694
C7 -2.752 1.550 0.999
C8 -1.581 1.700 0.031
C9 -0.716 2.911 0.374
C10 0.356 3.214 -0.674
C11 1.280 2.039 -0.998
C12 2.047 1.538 0.223
C13 2.890 0.299 -0.105
N1 3.854 0.543 -1.153
C14 5.051 1.109 -0.873
C15 5.951 1.265 -2.078
O1 5.349 1.460 0.248
C16 1.985 -0.881 -0.442
O2 0.974 -1.136 0.154
O3 2.458 -1.599 -1.462
C17 1.755 -2.804 -1.783
C18 2.172 -3.941 -0.864
C19 3.639 -0.159 1.175
O4 3.419 0.266 2.270
O5 4.445 -1.176 0.878
C20 5.263 -1.684 1.938
C21 6.617 -0.992 1.949
H1 -8.462 -1.567 -1.457
H2 -7.245 -0.653 -2.348
H3 -8.695 0.157 -1.751
H4 -6.761 0.691 -0.305
H5 -7.964 -0.235 0.594
H6 -5.416 -1.348 -0.660
H7 -6.661 -2.327 0.104
H8 -6.312 -1.193 2.252
H9 -4.847 -1.979 1.665
H10 -4.382 0.201 2.680
H11 -5.441 1.010 1.532
H12 -2.949 -0.576 0.766
H13 -3.953 0.374 -0.332
H14 -2.367 1.483 2.019
H15 -3.389 2.437 0.944
H16 -0.979 0.791 0.074
H17 -1.965 1.805 -0.987
H18 -0.249 2.756 1.347
H19 -1.359 3.791 0.462
H20 -0.134 3.526 -1.600
H21 0.961 4.053 -0.322
H22 1.991 2.359 -1.763
H23 0.689 1.221 -1.416
H24 2.712 2.313 0.605
H25 1.359 1.253 1.017
H26 3.659 0.171 -2.068
H27 5.450 1.846 -2.849
H28 6.198 0.285 -2.481
H29 6.864 1.771 -1.781
H30 2.019 -3.015 -2.821
H31 0.680 -2.619 -1.699
H32 1.681 -4.859 -1.173
H33 3.250 -4.080 -0.904
H34 1.884 -3.714 0.160
H35 5.360 -2.755 1.742
H36 4.741 -1.523 2.887
H37 6.473 0.083 2.022
H38 7.199 -1.338 2.798
H39 7.159 -1.206 1.031

The net atomic charges from Mulliken, expressed in e, are: -1.37 -0.18 -0.63 -0.91 -0.63 -0.36 -1.03 0.12 -0.77 -1.18 -0.57 -1.14 2.55 -0.15 0.72 -1.45 -0.60 -0.55 -0.59 -0.39 -0.24 -1.10 -0.17 -0.62 -0.23 -0.44 -1.05 0.33 0.34 0.37 0.26 0.28 0.25 0.44 0.37 0.35 0.41 0.28 0.25 0.27 0.39 0.35 -0.07 0.25 0.29 0.53 0.42 0.36 0.40 0.21 0.67 0.29 0.31 0.36 0.33 0.38 0.34 0.29 0.42 0.27 0.31 0.32 0.38 0.25 0.41 0.27


2.
Here is 2 unconnected molecules or ions with the total composition C4H12NO3 in a non-equilibrium geometry from the OMol25 dataset. Energies are from wB97M-V/def2-TZVPD.

## Properties
Charge: +1
E_LUMO: -3.47 eV
M: 122.14 g mol⁻¹
ΔE to the lowest compared entry with this formula, charge and spin: 0.894 eV
HOMO-LUMO gap: 0.426 hartree
DFT total energy: -439.841674 Eh

Cartesian coordinates (Å):
O1 1.001 -1.293 -2.395
C1 0.352 -1.465 -1.420
O2 0.178 -2.683 -0.834
C2 -0.575 -0.524 -0.610
C3 -0.191 0.994 -0.791
C4 -1.164 1.902 -0.099
N1 -0.568 -0.967 0.842
H1 0.839 -3.356 -1.098
H2 -1.622 -0.887 -0.952
H3 -0.181 0.991 -1.892
H4 0.889 0.997 -0.621
H5 -1.485 1.553 0.881
H6 -2.135 1.822 -0.623
H7 -0.804 2.900 0.095
H8 -0.042 -0.298 1.443
H9 -0.068 -1.845 0.955
H10 -1.535 -1.090 1.188
H11 2.163 1.294 2.705
H12 2.862 1.122 1.364
O3 2.089 0.834 1.862

The net atomic charges from Mulliken, expressed in e, are: -0.46 0.34 -0.49 -0.04 -0.40 -1.26 -0.24 0.37 0.33 0.41 0.35 0.35 0.35 0.36 0.30 0.37 0.37 0.31 0.31 -0.60


3.
Here is a molecular structure, C18H30BCeN9O7P2S in a non-equilibrium geometry from the OMol25 dataset. Energies are from wB97M-V/def2-TZVPD.

## Properties
Charge: +2
E_LUMO: -8.23 eV
M: 729.44 g mol⁻¹
ΔE to the lowest compared entry with this formula, charge and spin: 1.513 eV
HOMO-LUMO gap: 0.182 hartree
DFT total energy: -3304.042470 Eh

Cartesian coordinates (Å):
Ce1 -12.013 8.266 -8.857
C1 -8.684 11.572 -8.693
C2 -9.259 10.331 -8.253
N1 -10.600 10.412 -8.292
N2 -10.976 11.691 -8.624
C3 -9.853 12.433 -8.919
B1 -12.491 12.049 -9.053
N3 -13.368 11.646 -7.888
C4 -14.058 12.365 -6.959
C5 -14.278 11.515 -5.843
C6 -13.803 10.268 -6.200
N4 -13.128 10.319 -7.383
N5 -12.860 11.252 -10.355
C7 -13.047 11.623 -11.671
C8 -13.443 10.518 -12.441
C9 -13.350 9.448 -11.532
N6 -12.806 9.897 -10.334
N7 -12.493 13.622 -9.411
C10 -12.123 14.529 -8.430
C11 -12.786 15.718 -8.698
C12 -13.714 15.437 -9.721
N8 -13.590 14.140 -10.149
H1 -7.647 11.820 -9.007
H2 -8.768 9.363 -8.114
H3 -9.923 13.425 -9.306
H4 -14.313 13.449 -7.125
H5 -14.687 11.831 -4.875
H6 -13.929 9.334 -5.604
H7 -12.987 12.680 -11.920
H8 -13.814 10.385 -13.472
H9 -13.549 8.403 -11.747
H10 -11.432 14.155 -7.699
H11 -12.748 16.635 -8.143
H12 -14.404 16.199 -10.284
N9 -12.497 3.637 -7.507
C13 -12.719 5.083 -6.934
C14 -13.466 4.977 -5.621
P1 -13.660 5.962 -8.139
O1 -14.926 4.958 -8.231
O2 -14.010 7.335 -7.610
O3 -12.779 5.996 -9.363
P2 -11.080 5.787 -6.773
O4 -10.717 5.503 -5.218
O5 -11.100 7.320 -6.996
O6 -10.295 4.878 -7.697
H13 -13.341 3.359 -8.041
H14 -12.367 2.869 -6.883
H15 -11.731 3.559 -8.233
H16 -13.448 3.944 -5.172
H17 -14.538 5.292 -5.645
H18 -12.864 5.569 -4.899
H19 -15.601 5.201 -8.882
H20 -9.736 5.372 -5.118
C15 -12.300 5.306 -12.581
C16 -10.858 5.351 -12.203
S1 -10.009 6.933 -11.609
O7 -10.650 7.283 -10.350
C17 -8.374 6.359 -11.020
C18 -7.455 5.668 -12.044
H21 -12.665 6.201 -13.023
H22 -12.896 4.880 -11.707
H23 -12.430 4.535 -13.407
H24 -10.251 5.289 -13.111
H25 -10.602 4.544 -11.508
H26 -8.711 5.672 -10.223
H27 -7.734 7.163 -10.553
H28 -8.037 4.966 -12.641
H29 -6.681 5.152 -11.537
H30 -6.977 6.387 -12.747

The net atomic charges from Mulliken, expressed in e, are: 0.73 -1.25 -0.16 -0.31 0.30 -0.05 0.63 0.18 0.09 -1.24 -0.22 0.02 0.19 0.04 -1.19 -0.36 0.23 0.45 -0.21 -0.96 -0.20 -0.95 0.35 0.51 0.59 0.38 0.41 0.34 0.56 0.40 0.52 0.55 0.42 0.36 -0.43 1.25 -1.31 0.16 -0.60 -0.48 -0.04 0.55 -0.54 -0.31 -0.85 0.34 0.37 0.32 0.40 0.27 0.40 0.41 0.40 -0.97 -0.54 0.13 0.05 -0.12 -1.26 0.30 0.06 0.38 0.57 0.36 0.19 0.34 0.34 0.41 0.31


The highest DFT total energy belongs to which entry?
C4H12NO3


What is the formula in the first record?
C21H39NO5


Look up the charge of the third one.
+2


Among the records above, which one has the lowest charge?
C21H39NO5